Record 1
4
Properties=species:S:1:pos:R:3:lowdin_charge:R:1 method="wB97M-V/def2-TZVPD" e_homo_ev=-14.0 homo_lumo_gap_ev=9.3499 multiplicity=1 charge=+1
O -0.757 0.711 -0.538 -0.100
H -0.408 1.622 -0.663 0.049
H -1.639 0.720 -0.975 0.052
K 2.804 -3.053 2.175 0.998

---

Record 2
4
Properties=species:S:1:pos:R:3:lowdin_charge:R:1 method="wB97M-V/def2-TZVPD" e_homo_ev=-16.0 homo_lumo_gap_ev=11.6211 multiplicity=1 charge=+1
O 0.537 -0.155 0.281 -0.111
H 0.420 0.139 1.213 0.067
H 1.222 0.450 -0.085 0.068
K -2.178 -0.434 -1.409 0.977

---

Record 3
4
Properties=species:S:1:pos:R:3:lowdin_charge:R:1 method="wB97M-V/def2-TZVPD" e_homo_ev=-9.6 homo_lumo_gap_ev=10.1209 multiplicity=1
H -1.117 0.814 0.052 0.046
N -0.635 -0.111 -0.013 -0.053
N 0.629 -0.123 0.013 -0.060
H 1.161 0.823 -0.051 0.067

---

Record 4
7
Properties=species:S:1:pos:R:3:lowdin_charge:R:1 method="wB97M-V/def2-TZVPD" e_homo_ev=-10.3 homo_lumo_gap_ev=10.6046 multiplicity=1 smiles="NO[N+](=O)[O-]"
N 0.021 -0.849 0.699 0.017
O 0.797 0.038 0.036 -0.046
N -0.083 0.983 -0.615 -0.393
O -1.240 0.910 -0.280 0.101
O 0.456 1.810 -1.296 0.123
H -0.311 -1.527 -0.005 0.115
H 0.360 -1.364 1.462 0.083

---

Record 5
7
Properties=species:S:1:pos:R:3:lowdin_charge:R:1 method="wB97M-V/def2-TZVPD" e_homo_ev="-9.2 / -9.2" homo_lumo_gap_ev="9.2162 / 9.3786" multiplicity=1
N 0.164 -0.585 -0.667 0.013
N -0.894 0.366 0.792 -0.333
O -1.846 -0.279 0.988 0.107
O -0.303 1.336 1.157 0.099
O 1.337 0.043 -0.716 -0.081
H 0.156 -1.291 0.081 0.069
H 1.387 0.409 -1.634 0.127

---

Record 6
8
Properties=species:S:1:pos:R:3:lowdin_charge:R:1 method="wB97M-V/def2-TZVPD" e_homo_ev=-10.1 homo_lumo_gap_ev=9.9020 multiplicity=1
N -0.036 -0.917 0.839 -0.178
N -0.049 1.416 -0.431 -0.520
O 1.125 1.685 -0.319 0.044
O -1.025 2.044 -0.149 0.023
O 0.473 -1.071 -1.660 -0.482
S -0.523 -0.467 -0.690 0.991
H -0.782 -1.374 1.457 0.109
H 0.817 -1.316 0.954 0.012

---

Record 7
9
Properties=species:S:1:pos:R:3:lowdin_charge:R:1 method="wB97M-V/def2-TZVPD" e_homo_ev=-11.1 homo_lumo_gap_ev=10.9100 multiplicity=1
N -0.044 -0.177 -2.050 -0.163
N 1.049 0.572 2.534 -0.282
O 1.458 0.868 0.118 -0.489
O 2.201 -1.263 -0.991 -0.337
O 0.245 -1.078 0.362 -0.457
S 0.970 -0.507 -0.932 0.597
S 1.580 -0.218 1.396 0.990
H 0.378 -0.155 -3.011 0.058
H 0.374 1.390 2.583 0.083

---

Record 8
9
Properties=species:S:1:pos:R:3:lowdin_charge:R:1 method="wB97M-V/def2-TZVPD" e_homo_ev=-5.2 homo_lumo_gap_ev=9.4174 multiplicity=1 charge=-1
N -2.222 -1.561 0.022 -0.142
N 0.038 0.523 0.170 -0.083
O -1.197 -2.193 0.008 -0.037
O -2.136 1.995 0.438 -0.358
O -2.038 0.176 -1.426 -0.364
O -2.227 -0.535 0.969 -0.243
P -1.662 0.702 -0.076 0.198
H 0.238 -0.296 0.730 0.010
H 0.451 0.383 -0.741 0.019

---

Record 9
9
Properties=species:S:1:pos:R:3:lowdin_charge:R:1 method="wB97M-V/def2-TZVPD" e_homo_ev=2.1 homo_lumo_gap_ev=4.7735 multiplicity=1 smiles="O=S(=O)([O-])NN[O-]" charge=-2
O -0.046 -1.622 0.920 -0.417
S -0.372 -0.214 0.975 0.356
O 0.657 0.567 1.713 -0.429
O -1.770 -0.075 1.463 -0.473
N -0.577 0.376 -0.631 -0.190
N 0.695 0.794 -1.119 -0.345
O 1.157 -0.131 -2.078 -0.533
H -0.936 -0.468 -0.988 0.031
H 1.191 0.772 -0.255 0.000

---

Record 10
9
Properties=species:S:1:pos:R:3:lowdin_charge:R:1 method="wB97M-V/def2-TZVPD" e_homo_ev=-11.5 homo_lumo_gap_ev=10.7169 multiplicity=1 smiles="NS(=O)(=O)[N+](=O)[O-]"
N -0.011 0.058 0.143 -0.081
S -1.527 0.744 0.140 0.686
O -1.740 1.165 1.503 -0.274
O -1.626 1.643 -0.974 -0.263
N -2.712 -0.647 -0.098 -0.433
O -2.325 -1.585 0.568 0.062
O -3.722 -0.480 -0.746 0.108
H 0.798 0.474 -0.324 0.088
H 0.438 -0.173 1.064 0.107

---

Record 11
7
Properties=species:S:1:pos:R:3:lowdin_charge:R:1 method="wB97M-V/def2-TZVPD" e_homo_ev=-4.1 homo_lumo_gap_ev=9.0931 multiplicity=1 charge=-1
N -1.577 1.063 -0.241 0.050
N 0.175 0.418 -0.212 -0.061
N -2.302 0.026 -0.022 -0.671
O -3.514 0.256 0.098 -0.125
O -1.855 -1.149 -0.052 -0.157
H 0.449 0.469 -1.190 -0.044
H -0.034 -0.608 0.083 0.009

---

Record 12
8
Properties=species:S:1:pos:R:3:lowdin_charge:R:1 method="wB97M-V/def2-TZVPD" e_homo_ev=-3.0 homo_lumo_gap_ev=7.1030 multiplicity=1 charge=-1
H -0.499 -1.906 1.263 0.034
N -0.611 -0.892 1.243 0.057
N -0.059 -0.455 0.189 -0.475
O 0.522 -1.189 -0.693 -0.137
N -0.073 0.825 -0.076 -0.585
O 0.564 1.152 -1.267 -0.119
S -0.693 2.224 0.899 0.160
H 0.848 0.240 -1.560 0.065

---

Record 13
8
Properties=species:S:1:pos:R:3:lowdin_charge:R:1 method="wB97M-V/def2-TZVPD" e_homo_ev="-3.7 / -3.7" homo_lumo_gap_ev="6.3504 / 6.3513" multiplicity=1 charge=-1
N 2.454 0.146 -0.152 -0.737
N -1.065 -0.182 0.013 0.050
N -1.810 -0.800 -0.848 0.053
O -3.459 -0.385 -0.303 -0.434
O 1.443 0.324 0.568 -0.325
S 4.040 0.536 0.152 0.249
H -0.021 -0.050 -0.060 0.054
H -1.582 0.410 0.630 0.090

---

Record 14
6
Properties=species:S:1:pos:R:3:lowdin_charge:R:1 method="wB97M-V/def2-TZVPD" e_homo_ev="-8.6 / -8.2" homo_lumo_gap_ev="8.7153 / 8.0055" multiplicity=1
N -3.125 -0.160 -0.012 0.156
N -2.056 0.221 -0.114 -0.128
N -0.771 0.035 0.274 -0.230
N -0.193 -1.076 0.021 -0.001
H -0.486 1.028 0.381 0.162
H 0.629 -0.927 -0.598 0.041

---

Record 15
6
Properties=species:S:1:pos:R:3:lowdin_charge:R:1 method="wB97M-V/def2-TZVPD" e_homo_ev=-8.8 homo_lumo_gap_ev=9.3727 multiplicity=1
N 0.136 0.291 -0.758 -0.127
N -0.852 -0.342 1.315 -0.039
N 1.140 -0.275 -0.449 0.008
N 0.154 -0.894 1.456 0.013
H 0.149 1.076 -1.478 0.136
H -0.726 0.144 -0.087 0.009

---

Record 16
9
Properties=species:S:1:pos:R:3:lowdin_charge:R:1 method="wB97M-V/def2-TZVPD" e_homo_ev=-11.1 homo_lumo_gap_ev=11.7697 multiplicity=1 smiles="N[N+](=O)[O-].N#[N+][O-]"
N -1.344 0.499 -0.428 0.170
N -1.474 -0.762 0.026 -0.563
O -2.167 -0.877 0.989 0.064
O -0.887 -1.654 -0.461 0.089
H -0.736 0.592 -1.222 0.116
H -2.028 1.200 -0.231 0.120
N 2.239 1.152 0.878 0.222
N 2.890 0.352 0.459 -0.328
O 3.508 -0.502 -0.010 0.110

---

Record 17
9
Properties=species:S:1:pos:R:3:lowdin_charge:R:1 method="wB97M-V/def2-TZVPD" e_homo_ev=-9.8 homo_lumo_gap_ev=9.1800 multiplicity=1
N 0.948 2.042 -0.999 -0.105
N 0.109 0.139 0.142 0.078
N 0.425 1.439 0.007 -0.122
N 1.316 1.913 1.574 -0.298
O 1.680 3.019 1.577 0.152
O 0.802 1.534 -2.116 -0.060
O 1.296 0.985 2.280 0.138
H -0.839 -0.038 0.449 0.109
H 0.435 -0.449 -0.626 0.108

---

Record 18
11
Properties=species:S:1:pos:R:3:lowdin_charge:R:1 method="wB97M-V/def2-TZVPD" e_homo_ev="-3.3 / -3.3" homo_lumo_gap_ev="7.2506 / 7.2057" multiplicity=1 charge=-1
N -0.419 -0.409 2.687 0.195
N 1.007 -1.288 1.197 -0.078
N 0.450 0.566 -1.959 -0.092
N -0.613 0.620 2.355 -0.293
O -1.505 0.043 -0.342 -0.340
O -0.541 -1.958 -1.773 -0.385
O -0.670 1.797 2.126 0.021
O 0.941 -0.562 0.189 -0.394
P -0.471 -0.577 -1.136 0.305
H 1.444 0.313 -1.809 0.049
H 0.377 1.455 -1.535 0.013

---

Record 19
4
Properties=species:S:1:pos:R:3:lowdin_charge:R:1 method="wB97M-V/def2-TZVPD" e_homo_ev=-0.4 homo_lumo_gap_ev=5.9231 multiplicity=1 smiles=[NH-]O charge=-1
N 0.077 0.836 -0.065 -0.350
O 0.641 -0.513 -0.048 -0.453
H -0.869 0.730 -0.475 -0.180
H 0.152 -1.054 0.588 -0.018

---

Record 20
6
Properties=species:S:1:pos:R:3:lowdin_charge:R:1 method="wB97M-V/def2-TZVPD" e_homo_ev="-3.3 / -3.2" homo_lumo_gap_ev="6.4712 / 6.3510" multiplicity=1 charge=-1
N 2.112 -0.291 0.751 -0.019
O -1.017 1.615 -0.232 -0.584
O -1.832 -0.502 0.742 -0.635
S -0.694 0.275 0.178 0.476
H 1.928 -0.383 -0.234 -0.184
H -0.497 -0.714 -1.205 -0.054

---

Max |F| across the listed records, respectively: 1.11; 1.01; 2.34; 3.85; 5.42; 5.11; 3.27; 3.04; 3.36; 4.03; 4.31; 2.03; 6.19; 3.64; 6.05; 3.57; 3.30; 3.66; 1.44; 3.81 eV Å⁻¹.
Energy across the listed records, respectively: -676.1631; -676.1775; -110.6342; -336.2229; -336.2076; -734.4770; -1132.6620; -753.1067; -809.7142; -809.7160; -315.8091; -714.0097; -713.9378; -220.0415; -220.1324; -445.7689; -445.6871; -862.5163; -131.0797; -604.4711 Eh.
Energy above the lowest of the compared OMol25 structures with the same formula, charge and spin across the listed records, respectively: 54.1; 16.5; 20.0; 110.7; 150.9; 169.2; 169.0; 81.7; 137.6; 163.6; 262.1; 203.5; 392.3; 400.8; 162.3; 3.6; 218.3; 5.2; 49.6; 478.6 kJ/mol.